Entry 1:
Entry from the OMol25 dataset: a cluster of 2 separate species, C4H6N2 in total (ωB97M-V/def2-TZVPD).

## Properties
Electronic energy: -265.24508 Eh
Energy relative to the best compared isomer or geometry (same formula, charge and spin): 182.29 kcal/mol
HOMO: -8.1 eV
LUMO: 0.005 Eh

Last column: Mulliken charge in e.
Element x y z (Å)
H 3.7531 0.3023 0.0873  0.3543
H -0.4581 2.1044 0.4924  0.2423
C 1.8001 -0.8512 -0.2537  -0.7243
N 0.0347 1.2220 0.4841  -0.3611
H 1.0616 0.9801 0.3656  0.1266
N -2.0530 -0.2038 -0.1370  -0.3719
H -2.4947 0.3397 -0.8729  0.2460
C -0.5849 -1.0167 -0.3914  -0.2562
H -2.6411 -0.6747 0.5480  0.2697
H -0.6031 -2.0829 -0.4975  0.3731
C 2.8473 -0.2512 -0.0238  -0.4501
C -0.6619 0.1319 0.1991  0.5515

---

Entry 2:
Entry from the OMol25 dataset: a structure of composition C24H36AuOPS6 (ωB97M-V/def2-TZVPD).

## Properties
Net charge: +2
Electronic energy: -3876.95078 Eh
Energy relative to the best compared isomer or geometry (same formula, charge and spin): 31.55 kcal/mol
HOMO (spin up / spin down): -13.8 / -13.8 eV
LUMO (spin up / spin down): -0.336 / -0.336 Eh

Last column: Mulliken charge in e.
Element x y z (Å)
H 6.1578 -4.3372 1.8271  0.3996
C -4.2368 0.6083 0.4444  -0.0950
H 3.4771 2.5966 2.5111  0.3278
C -4.0376 1.1800 -3.5441  -1.2082
C -3.3415 1.7570 2.8434  -0.6561
H 6.6849 -2.1786 2.9136  0.4091
H -3.8900 0.9113 -4.5945  0.3676
H -2.0911 -0.8297 -3.9674  0.5310
H -3.8093 -0.7403 3.8880  0.3641
S -3.0022 -1.8358 1.0441  -0.1441
H 4.7819 4.4387 1.5095  0.4163
C -1.4922 -1.1601 -3.1171  -0.9359
H -2.8197 -1.8439 4.8141  0.5222
H -2.0452 -3.0216 2.7965  0.4256
C 3.6960 -1.3989 1.5225  0.7803
S 1.8210 0.4266 3.2167  -0.2493
C 4.9991 3.4549 -0.3887  -0.4232
C 0.5564 -1.1915 -4.6474  -1.2521
H -3.0649 3.0992 -3.6354  0.3913
C 4.8841 -1.2350 2.2483  -0.5958
H -4.0331 0.2492 -2.9613  0.2274
H 1.0009 -0.2686 -4.2741  0.2757
C 4.2854 -3.6680 1.0222  -0.7072
H -1.3068 1.3469 -4.2505  0.4936
H -3.6334 2.7951 2.9924  0.5346
H -4.2282 1.1470 3.0099  0.3526
C 3.5531 1.3848 0.7279  0.5380
C 4.7225 2.3196 -1.1485  -0.7718
S -2.8684 1.5895 1.0947  -0.1478
H 5.1270 -0.2846 2.7127  0.3614
H -5.0352 1.6120 -3.4560  0.3696
H 0.3808 -2.1362 -2.7039  0.1613
H 2.4701 -2.7387 0.3533  0.3422
S 1.0619 -0.3369 0.1301  -0.1661
C 4.5587 3.5545 0.9246  -0.6953
H -2.1181 -1.7643 -2.4565  0.4045
S -1.4849 -0.2177 3.7383  -0.1547
C -2.9415 -2.4011 2.7628  -0.8690
Au -0.9891 -0.1763 1.1797  0.6109
C -4.4634 -0.7744 1.0451  -0.8710
H -5.2226 -1.2854 0.4551  0.5838
H 5.0754 2.2491 -2.1706  0.4229
H 1.3662 -1.8283 -5.0062  0.3905
H 3.8011 0.3851 -1.1828  0.4076
H -0.6020 -2.8707 -3.9533  0.4552
P 2.6492 0.0244 1.4134  0.9347
H -0.8087 2.4507 -2.9479  0.5380
H 4.0632 -4.6154 0.5467  0.4128
C -2.9009 -1.3363 3.8556  -0.7289
H -5.1426 1.2017 0.5645  0.6046
H -0.0756 -0.9525 -5.5082  0.3427
C -2.9746 2.1707 -3.0708  -0.1290
H -4.0317 0.5415 -0.6251  -0.3519
O 0.4101 0.4123 -1.9958  -0.5885
C 5.4641 -3.5089 1.7429  -0.4358
C 4.0021 1.2759 -0.5955  -0.3442
C 5.7632 -2.2964 2.3570  -0.7068
H -3.7974 -3.0540 2.9303  0.4770
C -2.2350 1.4289 3.8366  -0.7885
H 5.5644 4.2689 -0.8272  0.4148
H -2.6081 1.5696 4.8502  0.5094
C -0.2466 -1.9133 -3.5685  -0.2946
S -1.1137 0.3295 -2.1380  0.7355
C 3.8272 2.5192 1.4886  -0.2200
C 3.3892 -2.6141 0.9118  -0.1553
H -4.8400 -0.7129 2.0634  0.4390
H -1.3871 2.1010 3.7056  0.3917
H -3.1407 2.4386 -2.0221  0.1783
C -1.5342 1.6896 -3.2378  -1.1590